(1)
ORCA calculation (ωB97M-V/def2-TZVPD) on an isolated molecule of C21H28N2O3.

Properties
* E: -31356.3658 eV
* HOMO energy: -8.6 eV
* structure (SMILES): CC1(C)CCC(=O)N2CC[C@H]3C[C@H](OC(=O)Nc4ccccc4)C[C@@H]1[C@H]32
* frontier orbital gap: 0.335 hartree
* energy above the lowest of the compared OMol25 structures with the same formula, charge and spin: 35.5 kJ/mol

XYZ file:
```
54
C21H28N2O3, DFT ωB97M-V/def2-TZVPD
C 1.48 3.40 -0.72
C 0.70 2.55 0.29
C -0.77 2.63 -0.13
C 0.82 3.14 1.70
C 2.24 3.32 2.23
C 2.80 2.07 2.87
O 3.19 2.07 4.02
N 2.83 0.94 2.12
C 3.49 -0.21 2.71
C 3.13 -1.36 1.79
C 2.98 -0.70 0.42
C 1.95 -1.44 -0.44
C 0.53 -1.32 0.11
O -0.35 -1.43 -1.02
C -1.58 -1.93 -0.78
O -1.98 -2.27 0.30
N -2.26 -1.97 -1.96
C -3.56 -2.44 -2.21
C -4.39 -2.93 -1.21
C -5.65 -3.38 -1.53
C -6.11 -3.35 -2.84
C -5.28 -2.87 -3.84
C -4.01 -2.41 -3.53
C 0.29 0.02 0.82
C 1.19 1.08 0.19
C 2.62 0.79 0.69
H 1.25 4.45 -0.58
H 1.20 3.12 -1.74
H 2.56 3.28 -0.64
H -0.96 2.04 -1.03
H -1.43 2.27 0.66
H -1.04 3.66 -0.34
H 0.26 2.51 2.40
H 0.33 4.11 1.69
H 2.91 3.65 1.43
H 2.24 4.09 3.00
H 4.57 -0.04 2.75
H 3.14 -0.34 3.74
H 2.19 -1.81 2.10
H 3.90 -2.13 1.79
H 3.94 -0.74 -0.10
H 2.24 -2.49 -0.50
H 1.96 -1.05 -1.45
H 0.28 -2.14 0.79
H -1.74 -1.64 -2.76
H -4.03 -2.95 -0.19
H -6.29 -3.76 -0.75
H -7.09 -3.71 -3.08
H -5.62 -2.84 -4.86
H -3.37 -2.03 -4.31
H -0.76 0.26 0.73
H 0.52 -0.07 1.89
H 1.21 0.88 -0.89
H 3.33 1.44 0.16
```

(2)
ORCA calculation (ωB97M-V/def2-TZVPD) on a cluster of 2 separate species, C9H14O in total in a non-equilibrium geometry.

Properties
* E: -11599.2066 eV
* HOMO energy (alpha / beta): -14.0 / -14.4 eV
* frontier orbital gap (alpha / beta): 0.376 / 0.254 hartree
* expectation value of S²: 0.768
* multiplicity: 2
* charge: +1
* energy above the lowest of the compared OMol25 structures with the same formula, charge and spin: 34.8 kJ/mol

XYZ file:
```
24
C9H14O, DFT ωB97M-V/def2-TZVPD
C -2.44 0.41 1.65
C -3.35 0.35 2.91
H -2.23 -0.62 1.37
H -2.93 0.91 0.82
H -1.49 0.89 1.86
H -4.36 0.66 2.64
H -3.02 0.99 3.72
H -3.29 -0.64 3.31
C 1.76 -2.61 -1.24
C 1.17 1.62 -1.12
C 2.47 1.08 -1.40
C 0.07 0.74 -0.91
C 2.61 -0.27 -1.35
C 0.21 -0.62 -1.02
C 1.49 -1.16 -1.24
O 0.97 2.87 -0.82
H 3.29 1.78 -1.30
H 1.69 3.45 -1.10
H -0.94 1.11 -0.74
H 3.57 -0.72 -1.54
H -0.67 -1.19 -0.78
H 2.65 -2.89 -0.68
H 1.84 -2.98 -2.27
H 0.92 -3.16 -0.79
```

(3)
ORCA calculation (ωB97M-V/def2-TZVPD) on an isolated molecule of C5H6O in a non-equilibrium geometry.

Properties
* E: -7322.8651 eV
* HOMO energy (alpha / beta): -8.4 / -9.1 eV
* frontier orbital gap (alpha / beta): 0.288 / 0.332 hartree
* energy above the lowest of the compared OMol25 structures with the same formula, charge and spin: 619.4 kJ/mol

XYZ file:
```
12
C5H6O, DFT ωB97M-V/def2-TZVPD
C -0.27 -0.78 1.48
C -0.30 1.37 0.17
C 0.06 -1.33 2.63
C 0.02 1.36 -1.09
C 0.10 0.15 -2.02
O -0.61 0.30 0.94
H 0.10 -0.69 3.57
H 0.37 -2.28 2.70
H 0.24 2.30 -1.59
H -0.90 -0.31 -2.10
H 0.71 -0.60 -1.59
H 0.47 0.51 -3.09
```